# 1
The following is a DFT calculation (ωB97M-V/def2-TZVPD) of C9H10CoNO6 as an isolated structure.

Last column: natural (NBO) charge in e.
CARTESIAN COORDINATES (ANGSTROEM)
O 2.446 1.613 2.211  -0.397
C 2.191 1.547 1.089  0.528
Co 1.685 1.434 -0.817  0.323
O -0.577 3.396 -0.472  -0.405
C 0.345 2.721 -0.607  0.554
C 0.942 0.858 -2.596  0.547
O 0.538 0.528 -3.619  -0.399
C 2.991 -0.039 -1.120  0.180
O 3.301 -0.726 -2.030  -0.321
C 2.844 2.609 -1.380  0.500
O 3.552 3.389 -1.813  -0.399
H 3.387 -0.111 -0.029  0.223
C -2.780 -1.756 1.273  -0.415
N -1.852 -0.795 0.776  -0.388
C -2.289 0.557 0.671  -0.401
C -0.611 -1.055 0.397  0.709
C -0.063 -2.428 0.468  -0.715
O 0.023 -0.080 -0.015  -0.754
H -3.686 -1.203 1.478  0.223
H -2.455 -2.255 2.193  0.214
H -3.012 -2.560 0.564  0.215
H -1.673 1.256 1.265  0.208
H -2.235 0.951 -0.359  0.210
H -3.321 0.545 1.031  0.215
H 0.247 -2.756 -0.520  0.253
H 0.802 -2.455 1.124  0.249
H -0.741 -3.187 0.836  0.242

HOMO level (spin up / spin down) in eV: -11.76 / -13.00
LUMO energy (spin up / spin down) in eV: -3.59 / -5.96
Charge: +1
⟨S²⟩: 3.79
Energy in eV: -60887.6666
Spin multiplicity: 4
Energy above the lowest of the compared OMol25 structures with the same formula, charge and spin in kJ/mol: 17.6

# 2
The following is a DFT calculation (ωB97M-V/def2-TZVPD) of C9H10F5NPt as an isolated structure.

Last column: Mulliken charge in e.
CARTESIAN COORDINATES (ANGSTROEM)
C -1.001 1.051 -2.035  -0.221
C 0.388 0.970 -2.422  -0.565
C 1.140 1.999 -1.672  -0.601
C 0.164 2.608 -0.718  -0.667
C -1.148 2.047 -1.034  -0.222
Pt 0.788 0.506 -0.159  0.550
N -1.459 -1.718 -0.067  -0.427
C -0.947 -2.895 -0.351  -0.324
C 0.477 -1.773 -0.575  -0.999
H 2.202 2.218 -1.738  0.483
H 0.803 0.321 -3.179  0.509
H 0.393 3.390 -0.006  0.457
H -2.072 2.323 -0.547  0.401
H -1.792 0.446 -2.445  0.368
H 0.655 -1.827 -1.670  0.360
H -1.204 -3.323 -1.368  0.290
H -1.686 -1.675 0.972  0.229
H 1.262 -2.247 0.058  0.386
H -0.607 -3.659 0.428  0.289
F 1.471 1.693 2.310  -0.287
C 1.131 0.449 1.802  0.477
F 2.187 -0.372 2.162  -0.288
C -0.036 -0.018 2.809  0.576
F 0.383 0.238 4.086  -0.267
F -1.225 0.611 2.632  -0.252
F -0.267 -1.362 2.727  -0.254

HOMO level (spin up / spin down) in eV: -6.31 / -9.38
LUMO energy (spin up / spin down) in eV: 0.41 / -2.79
⟨S²⟩: 6.03
Energy in eV: -27809.9344
Spin multiplicity: 5

# 3
The following is a DFT calculation (ωB97M-V/def2-TZVPD) of C9H10FeI2O6STi as an isolated structure.

Last column: natural (NBO) charge in e.
CARTESIAN COORDINATES (ANGSTROEM)
I 3.395 -1.405 0.091  0.541
I 3.992 1.008 0.958  0.654
Fe -0.972 0.538 0.564  0.688
Ti -0.797 -0.786 2.745  1.300
S 0.907 0.365 -0.663  0.099
C -2.121 -1.010 0.885  0.297
C -2.111 -1.917 3.878  0.443
C 0.661 0.082 -2.370  -0.185
C 1.491 1.183 -3.071  -0.626
C -0.883 0.268 -2.511  -0.621
C 1.075 -1.331 -2.818  -0.616
C -1.414 1.168 2.975  0.408
C -2.224 1.820 0.329  0.408
O -2.854 -2.536 4.509  -0.133
O -3.015 -1.494 0.260  -0.173
O -1.883 2.157 3.346  -0.190
O -3.292 2.262 0.505  -0.209
H 1.256 1.198 -4.143  0.297
H 2.565 0.968 -2.938  0.233
H 1.250 2.159 -2.620  0.232
H -1.190 0.156 -3.567  0.320
H -1.176 1.276 -2.141  0.211
H -1.374 -0.527 -1.896  0.191
H 0.805 -1.432 -3.883  0.298
H 0.519 -2.085 -2.235  0.222
H 2.157 -1.494 -2.685  0.223
O 0.534 0.842 4.148  -0.554
C 1.340 -0.119 4.159  0.682
O 1.054 -1.215 3.525  -0.668
H 2.307 -0.101 4.663  0.229

HOMO level (spin up / spin down) in eV: -22.90 / -23.23
LUMO energy (spin up / spin down) in eV: -17.55 / -17.62
Charge: +4
⟨S²⟩: 12.11
Energy in eV: -106265.7847
Spin multiplicity: 7
Energy above the lowest of the compared OMol25 structures with the same formula, charge and spin in kJ/mol: 30.9

Molecular weight in g/mol, matching the order above: 287.11 422.25 603.76
Max |F| in eV Å⁻¹, matching the order above: 5.3 6.7 10.6